# 1
This record from the Open Molecules 2025 dataset describes 2 unconnected molecules or ions with the total composition C26H22F4O4 at a distorted geometry. The level of theory is ωB97M-V/def2-TZVPD.

Structure (XYZ):
```
56
C26H22F4O4 (ωB97M-V/def2-TZVPD)
F -2.01 -4.67 2.69
C -1.13 -4.13 1.78
C 0.12 -4.73 1.65
C 1.01 -4.13 0.75
F 2.22 -4.72 0.53
C 0.71 -2.96 0.07
C -0.58 -2.36 0.21
C -0.83 -1.16 -0.51
C -2.13 -0.57 -0.62
C -2.57 -0.08 -1.88
C -3.80 0.54 -1.98
F -4.21 1.01 -3.20
C -4.65 0.73 -0.88
C -4.20 0.23 0.34
F -5.01 0.41 1.44
C -2.99 -0.43 0.49
C -1.53 -3.03 1.03
H 0.38 -5.64 2.18
H 1.43 -2.50 -0.59
H -0.11 -0.93 -1.31
H -1.92 -0.19 -2.75
H -5.62 1.21 -0.98
H -2.68 -0.76 1.48
H -2.56 -2.68 1.10
C 1.77 3.37 -3.55
C 0.59 2.91 -2.74
O 1.14 1.99 -1.76
C 0.24 1.65 -0.82
C 0.70 0.73 0.26
C 2.08 0.20 0.23
O 2.49 -0.74 0.94
O 2.93 0.76 -0.63
C 4.29 0.27 -0.47
C 5.04 0.86 -1.62
C 0.06 0.79 1.54
C 0.44 -0.09 2.59
C -0.27 -0.15 3.78
C -1.40 0.65 3.97
C -1.77 1.56 2.97
C -1.05 1.65 1.79
O -0.91 2.09 -0.91
H 1.41 3.93 -4.42
H 2.40 4.03 -2.96
H 2.37 2.52 -3.90
H 0.11 3.74 -2.23
H -0.15 2.38 -3.35
H 4.67 0.63 0.50
H 4.30 -0.83 -0.49
H 6.10 0.60 -1.55
H 4.66 0.45 -2.57
H 4.94 1.95 -1.65
H 1.31 -0.72 2.43
H 0.10 -0.82 4.56
H -1.96 0.60 4.90
H -2.63 2.22 3.10
H -1.33 2.35 1.02
```

Properties
Net charge   0
Highest occupied orbital energy   -7.518 eV
LUMO   -2.155 eV

# 2
This record from the Open Molecules 2025 dataset describes a molecular structure, C26H22F6N7O4S2V. The level of theory is ωB97M-V/def2-TZVPD.

Structure (XYZ):
```
68
C26H22F6N7O4S2V (ωB97M-V/def2-TZVPD)
V 0.07 -0.15 0.18
C 0.29 1.67 2.65
N -0.53 1.63 1.43
C -0.36 2.86 0.65
C -0.93 2.71 -0.74
C -1.32 3.81 -1.48
C -1.81 3.61 -2.76
C -1.92 2.31 -3.23
C -1.52 1.27 -2.41
N -1.02 1.46 -1.19
C -1.94 1.38 1.75
C -2.09 -0.02 2.29
C -3.09 -0.38 3.17
C -3.13 -1.69 3.63
C -2.17 -2.59 3.20
C -1.22 -2.16 2.30
N -1.18 -0.90 1.84
C 1.67 1.09 2.44
C 2.73 1.43 3.26
C 3.94 0.77 3.11
C 4.04 -0.23 2.15
C 2.94 -0.50 1.36
N 1.78 0.15 1.50
H 0.37 2.69 3.04
H -0.20 1.08 3.42
H -0.84 3.71 1.16
H 0.71 3.08 0.59
H -1.23 4.80 -1.06
H -2.12 4.45 -3.37
H -2.32 2.10 -4.21
H -1.62 0.25 -2.75
H -2.32 2.10 2.48
H -2.53 1.47 0.84
H -3.81 0.35 3.51
H -3.90 -2.00 4.33
H -2.17 -3.62 3.54
H -0.47 -2.84 1.90
H 2.62 2.21 4.00
H 4.78 1.02 3.73
H 4.96 -0.77 2.00
H 2.97 -1.25 0.58
F -3.74 -3.12 0.62
C -3.92 -2.93 -0.68
F -4.90 -2.06 -0.86
F -4.23 -4.08 -1.25
S -2.40 -2.22 -1.44
O -2.12 -1.01 -0.69
O -2.67 -2.05 -2.83
N -1.37 -3.36 -1.08
S 0.14 -3.10 -1.36
O 0.53 -2.99 -2.73
O 0.73 -2.09 -0.47
C 0.84 -4.67 -0.69
F 2.17 -4.60 -0.80
F 0.52 -4.78 0.60
F 0.39 -5.71 -1.35
N 5.07 1.87 -5.27
C 4.32 1.58 -4.45
C 3.37 1.24 -3.42
C 2.35 0.34 -3.67
C 1.45 0.05 -2.66
N 1.56 0.56 -1.42
C 2.55 1.42 -1.20
C 3.47 1.80 -2.16
H 2.24 -0.13 -4.64
H 0.65 -0.65 -2.84
H 2.63 1.83 -0.20
H 4.25 2.51 -1.93
```

Properties
Spin multiplicity   2
Net charge   +1
Highest occupied orbital energy (alpha / beta)   -9.976 / -9.354 eV
Energy above the lowest of the compared OMol25 structures with the same formula, charge and spin   0.0 kJ/mol
LUMO (alpha / beta)   -2.974 / -2.975 eV

no.,molar mass (g mol⁻¹)
1,474.4
2,725.6